# 1
DFT (ωB97M-V/def2-TZVPD) results for a 3-piece molecular cluster, C2H2N2O3S overall at a distorted geometry.

Results
LUMO level (spin up / spin down) = -1.1 / -1.1 eV
Orbital gap (spin up / spin down) = 7.439 / 7.434 eV
SMILES = N=C=O.O=C=O.N=S

Each line ends with the Mulliken charge.
Element x y z (Å)
1 N 1.558854 -1.999752 3.693780  -0.40
2 C 0.560701 -2.215529 4.299103  0.53
3 O -0.387508 -2.567707 4.857358  -0.39
4 H 2.407615 -1.610318 3.910004  0.26
5 O -1.273347 -0.640424 -0.249252  -0.35
6 C -1.187178 0.279085 -0.912757  0.69
7 O -1.220007 1.219103 -1.564272  -0.34
8 N -0.468041 2.741937 -4.478429  -0.29
9 S 0.558625 1.614490 -4.158311  0.04
10 H -0.549714 3.179116 -5.397224  0.25

Atomic forces in eV per Å
N -1.04 -0.48 -1.62
C 0.25 -0.58 0.80
O -1.12 0.05 0.22
H 1.91 1.01 0.59
O 0.30 -2.24 1.49
C -0.74 0.86 -0.41
O 0.33 1.38 -0.95
N -0.06 -0.32 1.01
S -0.40 0.79 -0.86
H 0.56 -0.46 -0.27

---

# 2
DFT (ωB97M-V/def2-TZVPD) results for C32H22Br2N3O2PPdS2 as an isolated structure at a distorted geometry.

Results
LUMO level (spin up / spin down) = -1.3 / -1.3 eV
Orbital gap (spin up / spin down) = 5.697 / 5.566 eV

Each line ends with the Mulliken charge.
Element x y z (Å)
1 Pd 0.421009 -0.459646 0.177000  0.65
2 O -0.426189 3.242784 1.681536  -0.68
3 C -0.413078 2.077017 1.320589  0.46
4 O 0.642593 1.388547 1.052704  -0.67
5 C -1.777242 1.390137 1.169505  0.61
6 C -2.871992 1.854557 1.928231  -0.79
7 C -4.094866 1.282329 1.745287  -0.76
8 C -4.254026 0.270099 0.771382  1.21
9 C -5.490897 -0.347426 0.477555  -0.82
10 C -5.577290 -1.313634 -0.484951  -0.52
11 C -4.433172 -1.700594 -1.211280  -0.73
12 C -3.224491 -1.115403 -0.956225  -0.09
13 C -3.101885 -0.127884 0.046850  -0.29
14 N -1.884931 0.429856 0.284451  -0.03
15 H -2.704603 2.649231 2.641129  0.49
16 H -4.948280 1.598069 2.333641  0.42
17 H -6.374577 -0.034224 1.021274  0.38
18 H -6.528632 -1.780286 -0.705266  0.38
19 H -4.516042 -2.456817 -1.982087  0.44
20 H -2.337671 -1.371382 -1.519089  0.33
21 Br -1.187194 -5.321155 -4.049724  -0.14
22 C -0.595162 -4.032703 -2.799292  -0.35
23 C -0.796425 -4.252489 -1.442138  -0.85
24 C -0.390913 -3.260177 -0.575433  -0.37
25 N 0.180909 -2.128582 -0.974257  0.72
26 C 0.398758 -1.920930 -2.291841  0.67
27 C 0.004261 -2.873079 -3.230281  -0.70
28 C 1.013374 -0.649158 -2.644716  0.52
29 C 1.605418 -0.380016 -3.876664  -0.79
30 C 2.163414 0.860505 -4.087889  -0.07
31 Br 2.948826 1.273725 -5.756403  -0.15
32 C 2.161803 1.814072 -3.078070  -0.82
33 C 1.571894 1.468487 -1.878357  -0.49
34 N 0.995257 0.289952 -1.679583  0.37
35 H -1.258151 -5.159579 -1.083320  0.51
36 H -0.531767 -3.361511 0.492527  0.32
37 H 0.152214 -2.674575 -4.282292  0.48
38 H 1.649776 -1.141303 -4.642575  0.47
39 H 2.618234 2.781752 -3.219537  0.46
40 H 1.552051 2.153476 -1.038017  0.63
41 S 2.839157 -1.733367 0.769063  -0.59
42 P 1.866764 -2.005590 2.497672  1.18
43 S -0.045867 -1.332546 2.441053  -0.58
44 C 1.838546 -3.770896 3.007352  0.49
45 C 3.023003 -4.398138 3.385525  -0.50
46 C 3.009662 -5.723689 3.788073  -0.66
47 C 1.818723 -6.436692 3.814243  -0.39
48 C 0.637720 -5.816893 3.438325  -0.82
49 C 0.646728 -4.486807 3.040612  -0.27
50 C 2.804239 -1.263491 3.872224  0.32
51 C 4.164505 -1.015041 3.730128  -0.34
52 C 4.894918 -0.560965 4.818991  -0.60
53 C 4.270141 -0.346870 6.038819  -0.41
54 C 2.907578 -0.576864 6.172299  -0.60
55 C 2.173702 -1.038142 5.091400  -0.47
56 H 3.955500 -3.848011 3.359419  0.41
57 H 3.932448 -6.201960 4.091600  0.38
58 H 1.811070 -7.471214 4.133186  0.38
59 H -0.299629 -6.358958 3.465896  0.40
60 H -0.276921 -3.986325 2.783037  0.33
61 H 4.633637 -1.165028 2.766478  0.37
62 H 5.955707 -0.372952 4.710178  0.39
63 H 4.843213 0.004092 6.887613  0.38
64 H 2.416731 -0.396782 7.120304  0.38
65 H 1.107678 -1.215061 5.176180  0.38

Atomic forces in eV per Å
Pd 0.02 0.90 0.77
O 0.10 -0.13 -0.03
C -0.32 0.06 0.26
O -0.07 -0.34 -0.47
C 0.12 -0.13 -0.29
C -0.14 0.09 0.17
C 0.11 0.07 0.06
C 0.20 -0.18 -0.20
C -0.08 -0.01 0.02
C -0.09 0.01 0.03
C 0.15 0.03 -0.03
C -0.01 -0.02 0.00
C -0.28 0.20 0.29
N -0.36 0.38 -0.09
H 0.00 0.01 -0.03
H -0.02 0.00 -0.03
H 0.01 -0.02 0.02
H -0.01 0.02 0.02
H -0.01 0.01 0.00
H 0.03 -0.06 -0.04
Br 0.10 0.15 0.09
C -0.29 -0.45 0.26
C 0.14 0.04 -0.52
C 0.06 -0.09 0.37
N -0.29 0.04 -0.58
C -0.53 -1.13 0.41
C 0.38 0.62 -0.14
C 0.45 1.17 -0.33
C -0.29 -0.56 0.15
C 0.20 0.52 0.01
Br -0.07 -0.09 0.15
C 0.00 -0.30 -0.32
C -0.09 0.29 0.19
N 0.19 -0.58 -0.08
H -0.01 0.03 0.06
H 0.01 0.07 0.03
H -0.05 -0.10 0.00
H -0.01 0.05 -0.02
H -0.03 0.02 0.04
H -0.04 -0.08 0.06
S 0.41 -0.52 0.68
P 0.72 -0.16 -0.45
S -0.02 -0.03 -0.42
C -0.21 0.18 -0.03
C 0.00 -0.01 -0.08
C 0.10 0.02 0.01
C -0.06 -0.02 -0.01
C -0.03 -0.02 -0.01
C 0.09 0.02 0.03
C -0.17 -0.02 -0.10
C -0.06 0.06 0.07
C 0.05 0.01 0.00
C 0.02 -0.01 -0.01
C -0.07 -0.01 0.05
C 0.01 0.00 -0.05
H 0.01 0.00 0.03
H 0.00 0.01 -0.02
H 0.01 0.01 0.00
H 0.03 -0.02 0.01
H -0.04 0.00 0.00
H 0.00 -0.02 -0.01
H -0.01 0.02 0.01
H 0.00 0.02 -0.01
H 0.00 0.00 -0.01
H 0.01 0.02 0.07

---

# 3
DFT (ωB97M-V/def2-TZVPD) results for CH2N2P2 as an isolated structure at a distorted geometry.

Results
LUMO level = -0.6 eV
Orbital gap = 8.967 eV

Each line ends with the Mulliken charge.
Element x y z (Å)
1 C -0.379548 0.937371 0.048402  -0.27
2 N 1.935644 -0.368405 0.016503  -0.27
3 N 0.648071 -1.671670 0.055537  -0.36
4 P 1.476563 1.115856 0.037945  0.12
5 P -0.588729 -0.715295 0.042418  0.35
6 H -1.241796 1.727106 0.151022  0.30
7 H -1.850206 -1.024963 -0.351825  0.13

Atomic forces in eV per Å
C -0.10 1.53 0.26
N -1.81 -4.19 0.24
N 2.40 2.10 -0.39
P -2.55 1.33 0.14
P 0.91 1.86 0.03
H 2.00 -1.68 -0.33
H -0.84 -0.95 0.04

---

# 4
DFT (ωB97M-V/def2-TZVPD) results for a 2-piece molecular cluster, C36H43N5O3 overall at a distorted geometry.

Results
LUMO level = -0.4 eV
Orbital gap = 7.429 eV

Each line ends with the Mulliken charge.
Element x y z (Å)
1 C 3.360190 1.292384 7.030056  -1.54
2 C 3.336810 0.866005 5.592566  0.82
3 C 3.156102 -0.483376 5.272545  -0.77
4 C 3.084965 -0.920677 3.947124  0.99
5 C 2.882646 -2.387203 3.714537  -1.80
6 C 3.172713 0.034771 2.913165  -0.02
7 N 3.151832 -0.387406 1.556390  0.50
8 C 2.385361 0.078741 0.549700  -0.68
9 N 2.627393 -0.654918 -0.557818  0.45
10 C 1.866041 -0.609452 -1.752086  -0.10
11 C 1.542517 0.650001 -2.308438  1.25
12 C 2.112988 1.919931 -1.769030  -1.18
13 C 0.669651 0.699896 -3.400189  -0.84
14 C 0.222997 -0.463312 -4.026763  0.35
15 C -0.611788 -0.412729 -5.271384  -1.63
16 C 0.594728 -1.696816 -3.487210  -0.74
17 C 1.389736 -1.796228 -2.344316  1.63
18 C 1.633857 -3.160067 -1.777897  -2.25
19 C 3.803049 -1.520901 -0.374840  -0.22
20 C 4.212623 -1.280873 1.048855  -0.89
21 C 3.418807 1.385650 3.209813  1.25
22 C 3.668605 2.377238 2.117801  -1.12
23 C 3.501328 1.783547 4.549007  -1.21
24 H 3.563959 2.363856 7.114281  0.35
25 H 2.394614 1.088374 7.512220  0.32
26 H 4.123613 0.748284 7.601410  0.34
27 H 3.055586 -1.209214 6.083735  0.41
28 H 2.898421 -2.677526 2.663956  0.05
29 H 3.658048 -2.956986 4.246447  0.36
30 H 1.913173 -2.707603 4.117532  0.41
31 H 1.953661 2.708884 -2.518877  0.49
32 H 1.603728 2.242019 -0.849297  -0.18
33 H 3.193156 1.857415 -1.572123  0.34
34 H 0.357502 1.676099 -3.785499  0.35
35 H -0.897334 -1.425652 -5.577850  0.35
36 H -1.528774 0.172263 -5.118643  0.34
37 H -0.067959 0.048654 -6.107668  0.39
38 H 0.235576 -2.611867 -3.957501  0.28
39 H 0.975309 -3.863325 -2.294613  0.41
40 H 2.655967 -3.516625 -1.959312  0.41
41 H 1.405758 -3.232021 -0.706406  0.41
42 H 3.527751 -2.558806 -0.534582  0.14
43 H 4.618294 -1.250912 -1.051592  0.25
44 H 5.188025 -0.786014 1.100388  0.21
45 H 4.270516 -2.196036 1.630692  0.46
46 H 3.942152 3.333486 2.578653  0.42
47 H 4.507916 2.074509 1.470641  0.26
48 H 2.782197 2.534330 1.487741  0.06
49 H 3.693660 2.833728 4.775662  0.25
50 C -4.221444 -5.159782 -1.079076  -1.04
51 N -4.572556 -3.853579 -0.565493  0.31
52 C -5.972640 -3.687083 -0.235998  -1.03
53 C -3.656134 -2.796560 -0.530579  -0.17
54 C -3.312501 -2.092338 -1.708553  -0.46
55 C -2.561701 -0.934065 -1.630090  -0.37
56 C -2.002467 -0.501881 -0.406312  0.24
57 C -1.270505 0.756292 -0.276177  -0.32
58 C -1.792778 1.968941 -0.621578  0.95
59 C -1.017491 3.176348 -0.321202  0.00
60 O 0.033042 3.170914 0.341741  -0.70
61 N -1.511975 4.380954 -0.825502  0.05
62 C -0.686361 5.558463 -0.678426  -1.09
63 C -2.722809 4.531916 -1.516218  0.66
64 O -3.086904 5.605042 -1.989228  -0.65
65 N -3.518407 3.383300 -1.616648  0.05
66 C -4.845959 3.604390 -2.147369  -1.11
67 C -3.222967 2.156644 -0.997351  0.22
68 O -4.124862 1.343395 -0.804994  -0.63
69 C -2.213199 -1.309323 0.731155  -0.81
70 C -3.075410 -2.389735 0.688602  -0.40
71 H -3.145521 -5.200611 -1.278057  0.28
72 H -4.486812 -5.935503 -0.344315  0.31
73 H -4.779832 -5.382669 -2.001580  0.32
74 H -6.161813 -2.662479 0.100856  0.29
75 H -6.595008 -3.904357 -1.116543  0.32
76 H -6.256424 -4.395283 0.554432  0.33
77 H -3.713364 -2.433611 -2.663989  0.45
78 H -2.411744 -0.321121 -2.519295  0.64
79 H -0.279758 0.743348 0.193064  0.25
80 H -1.260808 6.407206 -1.035920  0.41
81 H -0.416924 5.675492 0.374587  0.31
82 H 0.219443 5.437922 -1.286412  0.28
83 H -5.337957 2.642059 -2.265855  0.36
84 H -5.412829 4.235826 -1.452681  0.33
85 H -4.755233 4.126807 -3.101248  0.34
86 H -1.740365 -0.994136 1.660782  0.52
87 H -3.316688 -2.954663 1.590484  0.43

Atomic forces in eV per Å
C 0.01 0.11 0.29
C 0.05 -0.26 -0.46
C 0.04 0.45 -0.20
C -0.13 0.63 -0.02
C -0.21 -0.49 0.03
C 0.28 0.17 0.51
N 0.42 -0.34 -1.28
C -1.68 -0.09 0.63
N 1.05 0.21 0.96
C -0.40 0.35 -0.43
C -0.16 -0.65 -0.08
C -0.13 0.77 0.02
C 0.22 -0.23 0.05
C 0.21 -0.23 0.28
C -0.27 0.03 -0.25
C 0.10 0.44 -0.04
C -0.12 0.64 0.07
C -0.12 -0.57 -0.11
C 0.06 -0.60 -0.72
C 0.43 0.14 0.64
C 0.09 -0.35 0.34
C 0.03 0.56 -0.14
C -0.25 -0.38 -0.03
H -0.03 -0.15 0.05
H 0.18 0.08 -0.10
H -0.12 0.12 -0.14
H 0.03 0.13 -0.25
H -0.15 0.06 0.26
H -0.18 0.07 -0.19
H 0.17 0.07 -0.03
H 0.13 -0.12 0.18
H 0.35 -0.21 -0.23
H -0.32 -0.11 0.02
H 0.21 -0.28 0.04
H -0.01 0.23 0.02
H 0.15 -0.11 -0.05
H -0.10 -0.09 0.22
H 0.05 0.16 0.09
H 0.04 0.01 0.13
H -0.20 0.08 0.11
H 0.15 0.13 -0.18
H 0.26 0.01 -0.04
H -0.23 -0.06 -0.20
H -0.08 0.04 0.15
H 0.19 0.02 -0.08
H -0.05 -0.10 -0.19
H -0.32 -0.02 0.14
H 0.26 -0.11 0.13
H -0.06 -0.25 -0.03
C -0.06 0.35 0.02
N -0.24 -0.73 0.15
C 0.41 0.07 -0.02
C 0.61 0.86 -0.08
C -0.28 -0.21 0.63
C 0.50 0.41 0.32
C -0.55 -1.28 -0.32
C -0.49 0.96 -0.02
C -0.25 -0.96 0.65
C 1.75 0.51 0.87
O -1.83 0.16 -1.19
N -0.49 -0.41 -0.24
C 0.42 0.25 0.10
C -0.15 0.27 -0.38
O 0.46 -1.41 0.65
N 0.74 0.21 0.38
C -0.44 0.24 -0.07
C -1.06 -0.64 -0.12
O 1.29 1.03 -0.29
C 0.35 0.93 -0.30
C -0.32 -0.41 -0.53
H -0.24 -0.08 0.01
H 0.15 0.02 -0.12
H 0.17 -0.08 -0.02
H 0.00 -0.24 -0.06
H -0.09 0.12 0.09
H -0.13 0.14 0.00
H 0.03 0.14 0.25
H 0.07 -0.20 0.16
H -0.11 0.06 -0.16
H 0.10 0.00 0.07
H 0.06 0.04 -0.25
H -0.12 0.12 0.27
H 0.07 0.11 0.03
H -0.05 -0.16 -0.24
H -0.10 -0.09 0.14
H -0.16 -0.18 -0.06
H 0.10 0.16 -0.24

---

# 5
DFT (ωB97M-V/def2-TZVPD) results for a single C21H17NO5 molecule at a distorted geometry.

Results
LUMO level = 0.0 eV
Orbital gap = 8.496 eV
SMILES = Cc1nc(Cc2cccc(Oc3ccccc3)c2)c2c(c1O)[C@@H](O)OC2=O

Each line ends with the Mulliken charge.
Element x y z (Å)
1 C 1.697253 -0.972485 2.616242  -1.15
2 C 0.946278 -1.615948 1.454698  -0.13
3 N 1.421782 -1.337398 0.243351  -0.49
4 C 0.749146 -1.682710 -0.860172  0.41
5 C 1.360992 -1.229049 -2.187452  -1.40
6 C 0.839395 0.155143 -2.552997  0.31
7 C -0.074916 0.319311 -3.623518  -0.37
8 C -0.717076 1.560965 -3.833478  -0.83
9 C -0.480488 2.615565 -2.931076  -0.62
10 C 0.398618 2.484774 -1.846080  -0.22
11 O 0.553795 3.513210 -0.924397  -0.48
12 C 0.425091 3.204127 0.409938  0.15
13 C 1.217981 3.917163 1.316420  -0.44
14 C 1.219768 3.588464 2.675743  -0.58
15 C 0.407545 2.511152 3.124292  -0.52
16 C -0.431928 1.853400 2.235307  -0.59
17 C -0.424443 2.214545 0.894541  0.23
18 C 1.076345 1.250828 -1.719880  0.54
19 C -0.416022 -2.421562 -0.742540  0.69
20 C -0.909001 -2.812717 0.496455  0.50
21 C -0.207012 -2.403694 1.667124  0.50
22 O -0.764454 -2.733095 2.869661  -0.67
23 C -2.170341 -3.620582 0.298113  0.01
24 O -3.218733 -3.092855 1.040597  -0.51
25 O -2.459178 -3.509274 -1.094094  -0.39
26 C -1.449598 -2.883896 -1.696116  0.17
27 O -1.388761 -2.649247 -2.895602  -0.56
28 H 1.061058 -1.027339 3.505972  0.33
29 H 1.877403 0.092685 2.346143  0.20
30 H 2.636081 -1.494173 2.811925  0.39
31 H 1.115520 -1.948326 -2.997183  0.50
32 H 2.452567 -1.207413 -2.099419  0.40
33 H -0.346882 -0.503727 -4.305338  0.30
34 H -1.369582 1.636546 -4.711862  0.37
35 H -1.078587 3.528505 -2.977020  0.43
36 H 1.844110 4.704134 0.924012  0.42
37 H 1.870784 4.166002 3.304543  0.41
38 H 0.388174 2.267891 4.178484  0.41
39 H -1.068944 1.065768 2.561503  0.48
40 H -1.045407 1.665556 0.151440  0.31
41 H 1.733923 1.114473 -0.877262  0.49
42 H -1.639085 -3.133550 2.705592  0.34
43 H -1.909135 -4.654184 0.588783  0.31
44 H -3.724037 -2.496988 0.454608  0.35

Atomic forces in eV per Å
C -0.73 0.08 -0.41
C -0.05 -0.04 1.23
N -0.65 -0.04 -0.55
C 1.09 0.07 -0.46
C -0.18 -0.24 -0.36
C -1.28 0.37 -0.59
C -0.12 0.54 -0.07
C 1.09 -0.69 0.59
C -0.53 0.42 0.30
C -0.23 -1.64 -0.96
O -0.18 -0.22 -0.47
C 0.34 -0.22 0.89
C -0.20 -0.32 0.05
C -0.95 -0.95 -1.03
C 0.46 1.19 0.03
C 0.75 0.91 -0.29
C -0.48 -0.64 -1.31
C -0.17 0.54 0.28
C -1.37 -0.80 1.14
C 2.09 1.17 0.33
C -1.73 -0.66 -1.85
O 0.42 0.15 0.26
C 1.04 0.55 0.63
O -0.72 -0.28 -0.13
O -0.27 -0.75 0.74
C 2.20 1.98 -3.67
O -0.84 -0.86 1.63
H 0.28 0.11 -0.02
H 0.03 -0.81 0.29
H -0.02 0.13 -0.05
H 0.00 0.49 0.53
H -0.20 -0.02 0.25
H 0.39 0.32 0.59
H 0.13 0.30 0.63
H 0.29 -0.14 -0.21
H 0.12 0.08 0.04
H 0.03 -0.07 0.49
H 0.08 -0.11 -0.01
H -0.40 -0.47 0.26
H 0.43 0.41 0.73
H 0.18 -0.03 0.23
H 0.45 0.39 0.16
H -0.91 0.10 -0.22
H 0.31 -0.26 0.41